Computed, not measured: a cluster of 5 separate species, C12H28BrN4O4 in total in a non-equilibrium geometry, with ωB97M-V/def2-TZVPD.

```
49
Properties=species:S:1:pos:R:3:forces:R:3
Br -25.8100 -23.2782 32.5076 0.271 -0.121 -0.157
C -29.6013 -22.5022 32.2094 2.370 4.020 1.044
C -29.6688 -23.4112 33.3892 -7.773 0.578 0.356
O -30.7952 -23.8861 33.6971 0.969 0.669 -0.532
N -28.6409 -23.6804 34.0653 -4.375 -1.671 6.846
C -28.4406 -24.4715 35.2199 -7.186 4.484 3.084
H -28.8192 -21.5392 32.0794 -1.942 -2.821 0.991
H -30.5200 -22.2430 31.7700 -1.521 0.465 0.346
H -29.2806 -23.1941 31.5721 1.979 -2.596 -3.617
H -27.9457 -23.5897 33.5805 10.610 1.906 -6.054
H -27.9955 -25.3049 35.0754 2.959 -5.716 -0.996
H -29.4689 -24.5881 35.8482 1.761 -0.489 -2.271
H -28.0489 -23.9081 36.0020 1.990 1.177 0.910
C -28.3122 -26.7812 31.6879 -0.063 0.086 -0.190
C -28.4860 -26.1420 30.2668 -1.105 0.318 3.098
O -29.4109 -26.4736 29.5604 -0.008 -0.278 -1.263
N -27.5774 -25.1792 30.0301 -0.582 -0.313 -1.210
C -27.6287 -24.4424 28.7846 3.306 0.313 1.245
H -28.2351 -26.0699 32.5823 0.584 -0.982 -1.564
H -27.4962 -27.4341 31.4109 1.352 0.214 1.050
H -29.0099 -27.5740 31.9640 -0.878 0.650 -0.453
H -27.1174 -24.7538 30.7951 0.790 0.280 0.988
H -27.9794 -25.1062 28.0857 -0.710 -1.439 -1.995
H -26.5776 -24.0800 28.5240 -1.503 -0.384 0.246
H -28.2852 -23.6362 28.8345 -1.110 1.630 0.104
C -22.6491 -22.0335 34.9145 -0.943 -1.865 0.781
C -21.9332 -23.2880 34.3998 1.370 -1.259 0.738
O -20.8873 -23.6179 34.9836 -0.616 -0.039 -0.604
N -22.4538 -24.0677 33.3962 -4.417 1.540 -1.262
C -22.0617 -25.3722 32.8791 2.761 0.024 4.018
H -22.6775 -21.2580 34.1767 -0.876 0.357 -0.291
H -22.2332 -21.6717 35.8372 1.493 0.192 -0.076
H -23.5660 -22.4117 35.4348 -0.326 0.607 -1.643
H -23.4108 -23.7804 32.8433 2.634 -0.191 2.317
H -22.8066 -26.1245 32.7184 -0.812 -0.040 0.491
H -21.1453 -25.7672 33.4892 -1.918 0.482 -0.737
H -21.6401 -25.1244 32.0035 1.492 0.226 -3.691
C -25.5108 -20.8310 29.8277 1.417 -0.396 -0.684
C -24.8640 -20.9615 28.3950 -2.884 -1.450 2.118
O -25.2809 -21.8281 27.6411 0.687 0.288 -0.671
N -23.9602 -20.0350 28.0801 0.414 2.681 1.913
C -23.3927 -20.0566 26.7374 4.853 0.622 0.807
H -26.1223 -21.6299 30.1915 -0.657 -1.072 -1.001
H -26.1999 -19.9781 29.8065 0.923 0.428 0.709
H -24.7169 -21.0520 30.5802 -0.303 1.680 -0.070
H -23.6176 -19.4026 28.9407 -0.933 -1.878 -3.276
H -22.6668 -20.9576 26.8418 -0.888 1.418 -1.080
H -22.6658 -19.0692 26.5814 -2.082 -2.540 0.406
H -23.9986 -20.2130 25.8423 -0.574 0.207 0.781
```
Positions in Å, forces in eV/Å.

Charge: -1
Kohn-Sham gap in eV: 8.328
Highest occupied orbital energy in eV: -5.82
Relative energy (zero: lowest compared OMol25 entry of this formula, charge and spin) in eV: 2.791
Spin multiplicity: 1